Here is a gas-phase ion, C46H81N2O13 (charge +1) from OMol25. Energies are from ωB97M-V/def2-TZVPD.

Each atom is followed by the atoms it is bonded to, with distances in Å.
Positions of all 142 atoms, in Å:
1 C -0.8104 -0.1012 4.6650  H2 1.088, C3 1.525, H141 1.088, H142 1.086
2 H 0.0866 -0.7153 4.6286  C1 1.088
3 C -1.8143 -0.5407 3.6044  C1 1.525, H4 1.090, H5 1.090, C6 1.530
4 H -2.0860 -1.5820 3.7764  C3 1.090
5 H -2.7157 0.0667 3.6824  C3 1.090
6 C -1.2510 -0.4036 2.1883  C3 1.530, H7 1.098, C8 1.540, O95 1.438
7 H -0.7978 0.5895 2.0694  C6 1.098
8 C -2.2801 -0.5947 1.0591  C6 1.540, C9 1.501, H109 1.096, C110 1.543
9 C -3.0999 0.6517 0.8973  C8 1.501, C10 1.329, H108 1.081
10 C -3.4657 1.1749 -0.2682  C9 1.329, C11 1.468, C104 1.502
11 C -3.1783 0.5496 -1.5647  C10 1.468, C12 1.341, H103 1.086
12 C -2.0650 0.6765 -2.3017  C11 1.341, C13 1.451, H102 1.078
13 C -0.9213 1.4854 -1.9219  C12 1.451, O14 1.232, C15 1.514
14 O -0.8180 2.0187 -0.8160  C13 1.232
15 C 0.2122 1.6281 -2.9148  C13 1.514, H16 1.095, C17 1.544, C98 1.527
16 H 0.6954 2.5892 -2.7077  C15 1.095
17 C 1.2087 0.4835 -2.6282  C15 1.544, H18 1.089, H19 1.090, C20 1.531
18 H 0.6755 -0.4574 -2.7520  C17 1.089
19 H 2.0107 0.5121 -3.3653  C17 1.090
20 C 1.8296 0.5392 -1.2303  C17 1.531, H21 1.094, C22 1.541, C51 1.549
21 H 1.0294 0.6233 -0.4888  C20 1.094
22 C 2.7784 1.7452 -1.0902  C20 1.541, C23 1.523, H49 1.091, H50 1.089
23 C 2.6270 2.4481 0.2522  C22 1.523, H24 1.090, H25 1.092, N26 1.487
24 H 2.6218 1.6992 1.0447  C23 1.090
25 H 3.4561 3.1369 0.4245  C23 1.092
26 N 1.3558 3.2146 0.3462  C23 1.487, H27 1.058, C28 1.478, C42 1.475
27 H 0.5916 2.6827 -0.1569  N26 1.058
28 C 0.8881 3.3620 1.7409  N26 1.478, H29 1.093, C30 1.529, H48 1.091
29 H 1.5976 3.9925 2.2834  C28 1.093
30 C -0.5091 3.9821 1.7709  C28 1.529, C31 1.525, C35 1.529, H47 1.095
31 C -1.0008 4.0996 3.2098  C30 1.525, H32 1.086, H33 1.087, H34 1.087
32 H -1.9948 4.5368 3.2334  C31 1.086
33 H -1.0469 3.1217 3.6816  C31 1.087
34 H -0.3371 4.7321 3.7943  C31 1.087
35 C -0.4693 5.3469 1.0825  C30 1.529, H36 1.090, C37 1.529, H46 1.092
36 H -1.4713 5.7741 1.0538  C35 1.090
37 C 0.0733 5.2152 -0.3406  C35 1.529, C38 1.525, C42 1.530, H45 1.095
38 C 0.1810 6.5734 -1.0266  C37 1.525, H39 1.087, H40 1.087, H41 1.086
39 H 0.5517 6.4674 -2.0431  C38 1.087
40 H 0.8572 7.2267 -0.4806  C38 1.087
41 H -0.7932 7.0517 -1.0678  C38 1.086
42 C 1.4451 4.5402 -0.2955  N26 1.475, C37 1.530, H43 1.094, H44 1.091
43 H 2.1448 5.1564 0.2763  C42 1.094
44 H 1.8414 4.4239 -1.3056  C42 1.091
45 H -0.6084 4.5793 -0.9155  C37 1.095
46 H 0.1642 6.0288 1.6543  C35 1.092
47 H -1.1886 3.3263 1.2165  C30 1.095
48 H 0.8782 2.3731 2.2013  C28 1.091
49 H 3.8078 1.4001 -1.1925  C22 1.091
50 H 2.6183 2.4526 -1.9032  C22 1.089
51 C 2.5795 -0.7702 -0.8808  C20 1.549, H52 1.092, O53 1.421, C82 1.555
52 H 3.0581 -0.6023 0.0866  C51 1.092
53 O 3.5850 -0.9592 -1.8667  C51 1.421, C54 1.384
54 C 4.8140 -1.4630 -1.4779  O53 1.384, C55 1.544, O78 1.409, H81 1.104
55 C 5.6411 -0.5778 -0.5212  C54 1.544, O56 1.402, C58 1.538, H80 1.103
56 O 5.8030 0.7179 -1.0309  C55 1.402, H57 0.974
57 H 6.6729 1.0139 -0.7086  O56 0.974
58 C 7.0146 -1.2427 -0.3277  C55 1.538, N59 1.455, H68 1.097, C69 1.540
59 N 7.8647 -0.3133 0.4002  C58 1.455, C60 1.452, C64 1.454
60 C 7.6884 -0.3169 1.8415  N59 1.452, H61 1.097, H62 1.090, H63 1.089
61 H 8.1080 -1.2119 2.3166  C60 1.097
62 H 8.1958 0.5572 2.2487  C60 1.090
63 H 6.6306 -0.2435 2.0878  C60 1.089
64 C 9.2725 -0.4240 0.0524  N59 1.454, H65 1.089, H66 1.089, H67 1.094
65 H 9.8135 0.3789 0.5513  C64 1.089
66 H 9.3877 -0.3037 -1.0234  C64 1.089
67 H 9.7035 -1.3848 0.3507  C64 1.094
68 H 7.4675 -1.3644 -1.3189  C58 1.097
69 C 6.8114 -2.6535 0.2556  C58 1.540, O70 1.404, C72 1.546, H79 1.102
70 O 8.0677 -3.2695 0.3690  C69 1.404, H71 0.964
71 H 7.9576 -4.1610 0.7177  O70 0.964
72 C 5.8674 -3.4353 -0.6867  C69 1.546, C73 1.525, H77 1.103, O78 1.417
73 C 5.5022 -4.8081 -0.1320  C72 1.525, H74 1.086, H75 1.086, H76 1.088
74 H 6.3691 -5.4629 -0.1302  C73 1.086
75 H 4.7357 -5.2535 -0.7597  C73 1.086
76 H 5.1103 -4.7172 0.8785  C73 1.088
77 H 6.3756 -3.5495 -1.6584  C72 1.103
78 O 4.6549 -2.7262 -0.8739  C54 1.409, C72 1.417
79 H 6.3241 -2.5781 1.2417  C69 1.102
80 H 5.1212 -0.5319 0.4509  C55 1.103
81 H 5.3691 -1.5560 -2.4274  C54 1.104
82 C 1.6084 -1.9785 -0.7548  C51 1.555, C83 1.530, H87 1.099, C88 1.548
83 C 1.6662 -2.9050 -1.9706  C82 1.530, H84 1.085, H85 1.085, H86 1.087
84 H 1.4255 -2.3827 -2.8904  C83 1.085
85 H 2.6679 -3.3111 -2.0645  C83 1.085
86 H 0.9682 -3.7261 -1.8299  C83 1.087
87 H 0.5899 -1.5752 -0.6682  C82 1.099
88 C 1.8439 -2.8620 0.4941  C82 1.548, O89 1.403, H91 1.093, C92 1.552
89 O 0.8024 -3.7920 0.6264  C88 1.403, H90 0.966
90 H -0.0174 -3.3174 0.8170  O89 0.966
91 H 2.7465 -3.4568 0.3299  C88 1.093
92 C 2.0261 -2.0882 1.8269  C88 1.552, C93 1.503, H96 1.092, H97 1.089
93 C 1.0510 -0.9546 1.9763  C92 1.503, O94 1.212, O95 1.327
94 O 1.3735 0.2129 2.0285  C93 1.212
95 O -0.2058 -1.3769 2.0170  C6 1.438, C93 1.327
96 H 1.8546 -2.8105 2.6276  C92 1.092
97 H 3.0387 -1.6989 1.9184  C92 1.089
98 C -0.2040 1.6166 -4.3836  C15 1.527, H99 1.088, H100 1.087, H101 1.086
99 H -1.0393 2.2912 -4.5579  C98 1.088
100 H 0.6327 1.9452 -4.9953  C98 1.087
101 H -0.4807 0.6204 -4.7171  C98 1.086
102 H -2.0077 0.1769 -3.2551  C12 1.078
103 H -3.9983 -0.0404 -1.9622  C11 1.086
104 C -4.3619 2.3760 -0.3722  C10 1.502, H105 1.089, H106 1.090, H107 1.086
105 H -3.9207 3.1229 -1.0307  C104 1.089
106 H -5.3220 2.0814 -0.7949  C104 1.090
107 H -4.5289 2.8171 0.6065  C104 1.086
108 H -3.4298 1.1237 1.8122  C9 1.081
109 H -1.7289 -0.7742 0.1284  C8 1.096
110 C -3.1613 -1.8383 1.3006  C8 1.543, H111 1.094, H112 1.091, O113 1.419
111 H -2.5204 -2.6925 1.5366  C110 1.094
112 H -3.8568 -1.6763 2.1259  C110 1.091
113 O -3.8862 -2.2053 0.1373  C110 1.419, C114 1.392
114 C -5.2163 -1.7967 0.1173  O113 1.392, O115 1.405, C131 1.541, H140 1.108
115 O -5.8827 -2.3535 1.2215  C114 1.405, C116 1.417
116 C -7.2263 -1.9202 1.3436  O115 1.417, C117 1.520, H121 1.104, C122 1.544
117 C -7.8069 -2.5397 2.6048  C116 1.520, H118 1.086, H119 1.086, H120 1.086
118 H -8.8702 -2.3250 2.6509  C117 1.086
119 H -7.6593 -3.6153 2.5773  C117 1.086
120 H -7.3137 -2.1404 3.4858  C117 1.086
121 H -7.2452 -0.8186 1.4093  C116 1.104
122 C -8.0409 -2.3280 0.0973  C116 1.544, O123 1.397, C125 1.542, H139 1.094
123 O -9.3540 -1.8560 0.1623  C122 1.397, H124 0.967
124 H -9.3258 -0.8997 0.0191  O123 0.967
125 C -7.3371 -1.7904 -1.1651  C122 1.542, O126 1.416, C131 1.539, H138 1.099
126 O -7.4333 -0.3788 -1.1068  C125 1.416, C127 1.412
127 C -7.4452 0.2645 -2.3640  O126 1.412, H128 1.092, H129 1.095, H130 1.089
128 H -6.5101 0.1006 -2.9038  C127 1.092
129 H -8.2794 -0.0934 -2.9766  C127 1.095
130 H -7.5795 1.3255 -2.1581  C127 1.089
131 C -5.8800 -2.2866 -1.1839  C114 1.541, C125 1.539, O132 1.410, H137 1.098
132 O -5.2307 -1.8238 -2.3466  C131 1.410, C133 1.415
133 C -4.2286 -2.6910 -2.8425  O132 1.415, H134 1.094, H135 1.089, H136 1.092
134 H -4.6514 -3.6698 -3.0878  C133 1.094
135 H -3.8508 -2.2240 -3.7507  C133 1.089
136 H -3.4229 -2.8167 -2.1161  C133 1.092
137 H -5.8837 -3.3842 -1.1619  C131 1.098
138 H -7.8557 -2.1548 -2.0631  C125 1.099
139 H -8.1040 -3.4193 0.0496  C122 1.094
140 H -5.2972 -0.6927 0.1668  C114 1.108
141 H -0.5180 0.9371 4.5203  C1 1.088
142 H -1.2477 -0.2004 5.6545  C1 1.086

## Properties
* net charge: +1
* energy relative to the best compared isomer or geometry (same formula, charge and spin): 0.212 eV
* LUMO energy: -2.52 eV